43
Properties=species:S:1:pos:R:3 method="wB97M-V/def2-TZVPD" multiplicity=1 orbital_gap_ev=9.120 max_force_ev_per_a=4.9 total_energy_ev=-27438.68039 e_above_lowest_kcal_mol=93.4
H -0.0746 -2.3441 0.6695
H -5.3712 -1.3208 -4.1469
C -3.5527 1.2601 -3.1142
H -3.4246 2.3187 -3.5210
C 4.3331 2.9609 4.5282
C -0.1571 -1.2293 0.5794
N 2.2791 1.1816 2.3307
H 3.7336 -2.5706 -0.2268
H -3.7358 -2.5555 -2.7087
N -2.4970 -0.8510 -2.2871
H 2.1880 -3.1551 -0.0958
O -4.3863 0.5011 -4.0345
C 1.0737 0.6496 1.8508
H -1.8256 0.5782 -3.8200
C 2.8997 -2.6779 0.4388
H 5.3480 3.2055 4.3488
N 4.3331 1.0073 3.0267
H -2.7384 -1.9866 -4.1407
C -4.6434 -0.7960 -3.5375
C 2.5678 -1.3166 1.1135
O -1.4694 -2.7971 -1.4710
C 3.6975 2.1542 3.5211
H -0.9941 -0.9705 1.1556
C 3.3898 0.4210 2.3313
C -3.3248 -1.6573 -3.2497
C 1.1366 -0.5713 1.0663
C -2.2418 0.5527 -2.7718
H -5.1278 -0.5590 -2.6087
C -1.5904 -1.5747 -1.4866
H -4.0829 1.3259 -2.1958
C -0.3671 -0.8432 -0.8989
H 0.2050 2.5380 1.8530
H -0.8676 1.3431 1.3207
C -0.1323 1.5809 2.0205
H 4.3605 2.4250 5.4494
H 3.7337 3.8931 4.6075
H -0.5115 0.2433 -0.8924
H 0.3947 -1.1077 -1.7194
N 2.5031 2.3292 3.1055
H 3.4095 -3.3459 1.2477
H -0.5447 1.3160 2.9681
H -1.5028 1.1458 -2.2607
N 3.5776 -0.7012 1.6555

44
Properties=species:S:1:pos:R:3 method="wB97M-V/def2-TZVPD" multiplicity=1 orbital_gap_ev=8.678 max_force_ev_per_a=1.3 total_energy_ev=-29488.00151 e_above_lowest_kcal_mol=70.5
C 1.4677 -1.7670 -3.1147
H 2.2830 -1.0620 -3.2557
N -2.7209 2.9235 0.8606
H -2.5479 -1.2467 -1.6139
O -0.9483 0.3866 -2.1475
N -2.4644 0.4450 -0.4716
H 1.1152 -3.6187 -2.0292
H -1.2890 -0.4868 2.5328
C -2.5083 -1.8081 0.4870
C -0.8082 2.2061 -0.5848
H -0.1852 1.8935 0.2582
H 2.3832 1.6270 1.8367
H 2.8104 -3.3288 -2.4616
C -0.1097 -2.1026 -0.1849
C 0.7698 -0.6456 1.9934
H -3.4203 5.7515 -0.0417
C -1.0366 -1.6160 0.7333
H -3.0673 -1.5551 1.3898
H -0.4728 -2.6607 -1.0326
C 3.6029 -0.1377 2.1559
H 1.2272 -2.2228 -4.0715
C 1.6964 -1.1263 1.0864
H -2.7271 -2.8443 0.2246
C -0.5868 -0.8837 1.8139
H -0.1802 2.6688 -1.3452
C 1.8891 -2.8459 -2.1219
C -2.9619 -0.8965 -0.6662
H 3.8522 1.5637 0.8634
H 3.1912 -0.3766 3.1453
H -4.0534 -0.8777 -0.7344
H 3.9526 1.9425 2.5900
H -2.7408 0.9279 0.3748
H 0.6018 -1.2150 -2.7571
N -2.0072 4.3837 -0.6222
C 3.4339 1.3475 1.8430
N -3.0222 4.8331 0.0893
H 4.6664 -0.3933 2.1578
O 3.0488 -0.9716 1.1639
C -1.4113 0.9142 -1.1598
O 2.2270 -2.3175 -0.8554
N -3.4538 3.9689 0.9738
C 1.2446 -1.8687 -0.0310
C -1.8242 3.1692 -0.1252
H 1.0841 -0.0768 2.8545